[1]
C31H55F10N12O12P | ωB97M-V/def2-TZVPD

Summary:
- SMILES string: CCOCCCCC[C@@H](O)O[C@H](N=C=O)[C@](O[C@@](O)(CCCOC)[PH2]=N)(C(F)(F)c1cccc(C(F)(F)F)c1)C(F)(F)C(F)(F)F.NC(N)=O.NC(N)=O.NC(N)=O.NC(N)=O.NC(N)=O
- Molar mass: 1008.8 Da
- LUMO level: -0.1226 eV
- E_tot: -111955.80877 eV
- Net charge: 0
- Maximum force: 0.0779 Eh/bohr
- Frontier orbital gap: 8.3780 eV

Element x y z (Å)
C1 6.0998 -1.1269 2.4744
C2 6.9963 -1.0188 1.2256
O1 6.2642 -0.7524 0.0404
C3 5.6208 0.5162 0.1275
C4 5.6238 1.2379 -1.2117
C5 4.7836 0.5459 -2.3010
C6 3.3657 0.1400 -1.8555
C7 2.2814 1.1229 -2.3251
C8 2.4341 2.5466 -1.7156
O2 2.8207 3.4563 -2.7415
O3 1.3561 3.0196 -0.9755
C9 0.2547 3.4388 -1.7258
N1 0.2764 4.8575 -2.0420
C10 1.1097 5.5502 -1.4594
O4 1.9198 6.1733 -0.8315
C11 -1.0923 2.9614 -1.0467
O5 -0.8928 1.7062 -0.4843
C12 -0.5104 1.4121 0.8473
O6 -0.4869 2.3994 1.8001
C13 -1.4440 0.2101 1.2719
C14 -1.5203 -0.0919 2.7694
C15 -2.8185 -0.9093 3.0095
O7 -2.5372 -1.8051 4.0804
C16 -3.6776 -2.6363 4.3356
P1 1.2131 0.6130 1.0353
N2 2.3889 1.6017 1.3390
C17 -2.0379 2.6418 -2.2771
F1 -1.9386 3.5304 -3.2747
F2 -3.3457 2.6594 -1.8736
C18 -1.8152 1.2386 -2.8314
C19 -0.9535 0.9485 -3.8372
C20 -0.7774 -0.3172 -4.3205
C21 -1.5173 -1.3290 -3.7999
C22 -2.4081 -1.0309 -2.8042
C23 -3.2577 -2.1429 -2.2441
F3 -4.3760 -1.6148 -1.6843
F4 -3.7100 -2.9192 -3.2410
F5 -2.6453 -2.9205 -1.3698
C24 -2.5587 0.2162 -2.3107
C25 -1.7726 4.1078 -0.2731
F6 -2.2650 5.0504 -1.0780
F7 -0.8739 4.7710 0.4848
C26 -2.9585 3.7481 0.7177
F8 -3.2668 2.4548 0.8024
F9 -4.0819 4.3589 0.3269
F10 -2.7325 4.2303 1.9301
H1 5.0782 -1.4346 2.2183
H2 6.0747 -0.2182 3.0834
H3 6.5066 -1.9084 3.1270
H4 7.7608 -0.2457 1.4050
H5 7.5531 -1.9517 1.1341
H6 6.2051 1.1335 0.8254
H7 4.6273 0.4091 0.5765
H8 6.6644 1.2630 -1.5557
H9 5.3493 2.2820 -1.0312
H10 5.2984 -0.3638 -2.6193
H11 4.7799 1.1975 -3.1853
H12 3.2747 0.0060 -0.7778
H13 3.1374 -0.8240 -2.3252
H14 1.2582 0.7779 -2.1396
H15 2.3720 1.2210 -3.4143
H16 3.2699 2.5031 -1.0151
H17 3.6248 3.1182 -3.1435
H18 0.3275 2.9267 -2.6897
H19 -1.3340 2.5016 2.2500
H20 -2.4189 0.2863 0.7864
H21 -0.9798 -0.6770 0.8070
H22 -0.7202 -0.7186 3.1573
H23 -1.6023 0.7823 3.4181
H24 -3.6193 -0.2344 3.3369
H25 -3.0972 -1.4871 2.1190
H26 -4.5133 -2.2952 3.7180
H27 -3.9976 -2.5517 5.3756
H28 -3.4648 -3.6753 4.0750
H29 1.3584 -0.1968 -0.1140
H30 1.1220 -0.2927 2.1144
H31 2.8003 1.3761 2.2374
H32 -0.3685 1.7546 -4.2671
H33 -0.0508 -0.4840 -5.1028
H34 -1.3810 -2.3248 -4.1989
H35 -3.2633 0.3876 -1.5123
C27 -5.7784 -4.8221 0.4608
O8 -6.4193 -4.7631 1.4922
N3 -5.2724 -3.7118 -0.1588
N4 -5.5054 -6.0075 -0.1692
H36 -4.7435 -3.7440 -1.0016
H37 -5.4553 -2.8256 0.2739
H38 -5.8604 -6.8431 0.2561
H39 -4.9800 -6.0781 -1.0191
C28 -6.3183 3.6594 3.8289
O9 -7.0484 3.6553 4.8018
N5 -5.7680 4.8048 3.3243
N6 -5.9859 2.5142 3.1537
H40 -5.1655 4.8271 2.5240
H41 -5.9911 5.6638 3.7905
H42 -6.3740 1.6543 3.4938
H43 -5.3898 2.4958 2.3485
C29 -7.8472 -0.0136 -1.9098
O10 -8.2252 -0.4129 -0.8243
N7 -6.6677 -0.4235 -2.4689
N8 -8.5677 0.8776 -2.6580
H44 -6.3336 -0.1078 -3.3595
H45 -6.1148 -1.0788 -1.9425
H46 -9.4371 1.1983 -2.2749
H47 -8.2740 1.2189 -3.5526
C30 2.7032 -2.7119 1.0363
O11 3.2363 -1.8786 1.7498
N9 1.5863 -3.4061 1.4169
N10 3.1882 -3.0140 -0.2028
H48 1.1371 -4.0950 0.8443
H49 1.2096 -3.2076 2.3257
H50 4.0122 -2.5189 -0.5039
H51 2.7756 -3.6938 -0.8122
C31 10.2186 -3.7956 1.1086
O12 9.1210 -3.2870 1.2509
N11 11.2772 -3.4933 1.9182
N12 10.4818 -4.7103 0.1272
H52 12.1876 -3.8990 1.8191
H53 11.1179 -2.8251 2.6488
H54 9.7261 -4.9542 -0.4848
H55 11.3763 -5.1403 -0.0076

---

[2]
C31H56BBrClFIrN6O3S2Si | ωB97M-V/def2-TZVPD

Summary:
- Molar mass: 990.4 Da
- LUMO level (alpha / beta): 0.5763 / -2.5651 eV
- E_tot: -166487.06574 eV
- Net charge: 0
- Multiplicity: 6
- Maximum force: 0.0443 Eh/bohr
- Frontier orbital gap (alpha / beta): 7.8607 / 5.9161 eV

Element x y z (Å)
Ir1 1.0865 0.4911 3.3676
C1 -2.5960 -1.8938 0.6156
N1 -2.9704 -1.3982 1.9569
C2 -2.7901 -2.0989 3.0628
C3 -3.1125 -1.2881 4.1466
N2 -3.5142 -0.1305 3.6411
B1 -3.7914 1.0851 4.6295
N3 -2.6100 2.1119 4.4695
C4 -2.8060 3.4779 4.2452
C5 -1.5871 4.0856 4.4864
N4 -0.6999 3.0634 4.8496
C6 0.6372 3.2929 5.3456
C7 -1.3164 1.8956 4.8077
S1 -0.6438 0.3366 5.1228
C8 -3.4579 -0.1440 2.2761
S2 -3.9249 1.0903 1.2398
H1 -3.2587 -2.6899 0.3572
H2 -1.5660 -2.2138 0.6949
H3 -2.6592 -1.0409 -0.0042
H4 -2.3487 -3.1005 3.0026
H5 -3.0628 -1.4626 5.2149
H6 -4.8046 1.5876 4.3254
H7 -3.7305 0.6473 5.7384
H8 -3.7975 3.8724 4.0241
H9 -1.2000 5.1141 4.4793
H10 0.7035 4.2838 5.7641
H11 1.3287 3.1818 4.5371
H12 0.8994 2.5430 6.0922
Cl1 -0.0958 2.0448 1.8476
C9 -2.9135 1.3272 -3.6930
C10 -1.4427 1.7052 -3.8564
C11 -1.2364 2.1242 -5.3322
C12 -1.1833 2.9180 -2.9613
Si1 -0.2648 0.2276 -3.3745
Br1 -0.2707 0.3532 -1.1116
C13 -0.9655 -1.4986 -4.0464
C14 -1.1586 -1.4909 -5.5792
C15 0.0734 -2.6024 -3.7302
C16 -2.3135 -1.9169 -3.4257
C17 1.5787 0.4412 -3.7903
C18 1.9624 1.9133 -3.5056
C19 1.8172 0.2132 -5.2768
C20 2.5144 -0.4438 -2.9587
H13 -3.5525 2.2078 -3.8523
H14 -3.1411 1.0330 -2.6432
H15 -3.2453 0.5180 -4.3444
H16 -1.9721 2.8259 -5.6180
H17 -1.3616 1.2395 -5.9434
H18 -0.2819 2.6002 -5.5342
H19 -1.8883 3.7331 -3.2426
H20 -0.1529 3.2411 -3.1085
H21 -1.3258 2.6406 -1.9213
H22 -0.2784 -1.1863 -6.1311
H23 -1.9478 -0.7931 -5.8834
H24 -1.4232 -2.4633 -5.9191
H25 0.9660 -2.5266 -4.3223
H26 -0.3359 -3.6282 -3.9028
H27 0.3937 -2.5984 -2.6760
H28 -3.1568 -1.2794 -3.6491
H29 -2.1975 -2.0243 -2.3197
H30 -2.6561 -2.8956 -3.8200
H31 1.4358 2.6232 -4.1375
H32 3.0159 2.0536 -3.7603
H33 1.8110 2.1327 -2.4232
H34 1.1407 0.8519 -5.8575
H35 1.6786 -0.8051 -5.5573
H36 2.8752 0.4686 -5.5275
H37 2.3030 -0.2407 -1.9128
H38 3.5422 -0.2572 -3.2041
H39 2.3733 -1.5111 -3.1280
F1 2.5924 1.3077 4.4476
C21 4.2952 2.1642 2.0144
C22 3.8620 1.9187 0.5856
C23 4.9260 1.1168 -0.1560
C24 3.6591 3.2418 -0.1670
N5 2.5901 1.2009 0.4570
N6 2.3474 0.2297 1.4737
H40 5.1923 2.7749 2.0002
H41 4.5264 1.2632 2.6192
H42 3.5104 2.7633 2.5162
H43 5.8016 1.7625 -0.3524
H44 4.5641 0.8641 -1.1510
H45 5.2429 0.1927 0.3985
H46 4.5030 3.9252 -0.0668
H47 2.7945 3.7309 0.3171
H48 3.4569 3.0754 -1.2193
H49 1.7754 1.8179 0.5141
H50 3.2215 -0.2172 1.7903
H51 1.8827 -0.5004 0.9919
O1 -0.1114 -4.2131 0.4412
C25 -0.2544 -4.6503 1.7012
C26 -0.7634 -5.9249 1.9558
C27 -0.8225 -6.3899 3.2470
C28 -0.3862 -5.6598 4.3372
C29 0.0927 -4.3722 4.1309
C30 0.1746 -3.8939 2.8011
C31 0.5932 -2.4719 2.5878
O2 0.8041 -2.1280 1.3996
O3 0.7308 -1.7102 3.5912
H52 0.3080 -3.3361 0.5155
H53 -1.0599 -6.5670 1.1635
H54 -1.2295 -7.4039 3.4420
H55 -0.3171 -6.0904 5.3500
H56 0.3708 -3.7952 4.9682

---

So what do the calculations give for relative energy (zero: lowest compared OMol25 entry of this formula, charge and spin)? Going down the list: 0.000 0.000 eV.